Below is C5H7NO as an isolated structure, with properties calculated with ωB97M-V/def2-TZVPD.

Values from the calculation:
- Spin multiplicity: 1
- ΔE to the lowest compared entry with this formula, charge and spin: 110.6 kcal/mol
- LUMO level: 0.699 eV
- E_HOMO: -9.438 eV

CARTESIAN COORDINATES (ANGSTROEM)
1 O 2.089 -0.698 -0.909
2 C 1.345 -0.523 0.028
3 C 0.368 0.616 0.065
4 C -1.110 0.421 -0.018
5 C -1.540 -0.832 0.701
6 C -0.897 -0.395 1.787
7 N -0.484 0.901 1.239
8 H 1.451 0.565 -2.730
9 H 1.374 -1.187 0.910
10 H 0.742 1.519 -0.417
11 H -1.732 1.087 -0.609
12 H 1.116 1.009 -3.227
13 H -2.102 -1.711 0.415
14 H -0.620 -0.771 2.766

Atomic partial charges in e from the Löwdin method, atoms 1 to 8: 0.02, -0.21, -0.19, -0.19, -0.01, -0.11, 0.03, 0.02



Below is C29H53AuN8SSb as an isolated structure in a non-equilibrium geometry, with properties calculated with ωB97M-V/def2-TZVPD.

Values from the calculation:
- Spin multiplicity: 1
- Net charge: +3
- LUMO level: -11.155 eV
- E_HOMO: -15.140 eV

CARTESIAN COORDINATES (ANGSTROEM)
1 Au 0.740 -0.913 -0.724
2 C -1.852 -1.813 4.384
3 N -1.449 -0.952 3.262
4 C -1.614 0.476 3.506
5 C -0.744 -1.422 2.225
6 N 0.111 -0.607 1.527
7 C 1.003 0.177 2.113
8 C 1.595 -0.244 3.373
9 C 2.570 0.459 4.005
10 C 3.028 1.651 3.416
11 C 2.503 2.103 2.200
12 C 3.019 3.303 1.700
13 C 2.553 3.842 0.488
14 C 1.568 3.185 -0.177
15 C 0.974 1.947 0.304
16 N 0.042 1.356 -0.428
17 C -0.854 2.052 -1.194
18 N -1.148 1.627 -2.416
19 C -0.218 0.788 -3.160
20 C -2.461 1.849 -3.026
21 N -1.517 3.111 -0.697
22 C -1.589 3.367 0.736
23 C -1.839 4.273 -1.540
24 C 1.476 1.382 1.514
25 N -0.936 -2.671 1.812
26 C 0.092 -3.384 1.061
27 C -2.226 -3.354 1.929
28 H -1.535 -1.332 5.309
29 H -1.370 -2.783 4.319
30 H -2.932 -1.945 4.420
31 H -2.580 0.630 3.983
32 H -1.610 1.010 2.563
33 H -0.839 0.874 4.167
34 H 1.249 -1.178 3.804
35 H 2.989 0.106 4.939
36 H 3.797 2.241 3.905
37 H 3.790 3.815 2.267
38 H 2.970 4.761 0.096
39 H 1.210 3.578 -1.123
40 H 0.807 1.125 -3.024
41 H -0.462 0.848 -4.217
42 H -0.296 -0.268 -2.855
43 H -3.191 2.060 -2.249
44 H -2.754 0.931 -3.531
45 H -2.443 2.655 -3.758
46 H -1.654 2.427 1.269
47 H -2.494 3.939 0.932
48 H -0.738 3.949 1.103
49 H -1.446 4.146 -2.544
50 H -1.373 5.157 -1.101
51 H -2.914 4.440 -1.591
52 H 1.085 -3.056 1.356
53 H -0.029 -3.241 -0.021
54 H 0.002 -4.448 1.273
55 H -3.007 -2.639 2.168
56 H -2.199 -4.147 2.676
57 H -2.454 -3.800 0.961
58 C 5.448 0.103 0.115
59 C 5.064 -1.292 -0.375
60 Sb 3.242 -1.364 -1.489
61 C 3.612 -0.021 -3.118
62 C 5.013 -0.148 -3.723
63 C 3.276 -3.335 -2.333
64 C 4.675 -3.890 -2.616
65 H 6.487 0.102 0.446
66 H 4.830 0.412 0.964
67 H 5.360 0.859 -0.668
68 H 4.969 -1.998 0.449
69 H 5.799 -1.688 -1.075
70 H 3.434 0.985 -2.729
71 H 2.839 -0.244 -3.855
72 H 5.798 0.023 -2.986
73 H 5.147 0.591 -4.515
74 H 5.167 -1.129 -4.171
75 H 2.675 -3.269 -3.242
76 H 2.741 -3.963 -1.621
77 H 5.247 -3.251 -3.288
78 H 4.590 -4.866 -3.096
79 H 5.248 -4.032 -1.700
80 C -6.304 -2.229 -1.216
81 N -5.009 -1.653 -0.825
82 C -4.687 -0.487 -0.259
83 S -3.015 -0.180 0.081
84 N -5.572 0.462 0.056
85 C -7.033 0.526 -0.086
86 H -6.194 -3.310 -1.221
87 H -6.601 -1.907 -2.214
88 H -7.080 -1.982 -0.505
89 H -4.201 -2.185 -1.096
90 H -5.158 1.210 0.584
91 H -7.542 -0.001 0.720
92 H -7.357 0.133 -1.041
93 H -7.319 1.573 -0.043

Atomic partial charges in e from the Löwdin method, atoms 1 to 8: 0.54, -0.01, -0.11, -0.02, -0.40, 0.08, -0.22, 0.07



Below is C17H44InN3O2P as an isolated structure in a non-equilibrium geometry, with properties calculated with ωB97M-V/def2-TZVPD.

Values from the calculation:
- Spin multiplicity: 1
- ΔE to the lowest compared entry with this formula, charge and spin: 46.1 kcal/mol
- Net charge: -1
- LUMO level: 1.687 eV
- E_HOMO: -4.071 eV

CARTESIAN COORDINATES (ANGSTROEM)
1 C 0.002 5.622 4.878
2 C -0.459 4.309 5.546
3 C -1.975 4.079 5.473
4 C -2.479 2.819 6.229
5 C -1.456 1.666 6.346
6 C -1.413 0.867 5.022
7 C -0.192 -0.091 4.919
8 C 0.428 -0.023 3.486
9 In 1.540 -1.917 2.931
10 C 2.153 -1.676 0.760
11 C 2.643 -0.210 0.585
12 C 1.669 0.715 -0.172
13 O 0.306 0.264 -0.133
14 H -0.765 6.399 4.993
15 H 0.944 5.951 5.325
16 H 0.131 5.475 3.800
17 H -0.132 4.331 6.593
18 H 0.032 3.460 5.054
19 H -2.271 4.009 4.420
20 H -2.469 4.947 5.933
21 H -3.321 2.420 5.645
22 H -2.894 3.046 7.220
23 H -1.854 0.973 7.105
24 H -0.469 1.971 6.704
25 H -1.426 1.564 4.173
26 H -2.333 0.268 4.962
27 H 0.601 0.197 5.618
28 H -0.540 -1.122 5.047
29 H 1.066 0.867 3.383
30 H -0.414 0.046 2.779
31 H 3.055 -2.142 3.856
32 H 0.378 -3.258 3.188
33 H 2.993 -2.332 0.494
34 H 1.281 -1.928 0.151
35 H 2.842 0.242 1.566
36 H 3.599 -0.172 0.039
37 H 1.965 0.920 -1.214
38 H 1.697 1.693 0.342
39 H -0.217 1.074 -0.187
40 O 1.708 -2.867 -6.081
41 P 0.689 -1.964 -5.402
42 N 1.101 -2.287 -3.777
43 C 0.196 -2.302 -2.644
44 C 2.381 -1.707 -3.375
45 N -0.716 -2.867 -5.923
46 C -1.144 -4.038 -5.171
47 C -0.665 -3.209 -7.343
48 N -0.335 -0.557 -4.986
49 C -1.783 -0.606 -4.927
50 C 0.068 0.624 -5.774
51 H -0.101 -1.295 -2.323
52 H 0.678 -2.784 -1.792
53 H -0.703 -2.886 -2.831
54 H 2.292 -0.627 -3.189
55 H 3.134 -1.856 -4.152
56 H 2.759 -2.184 -2.469
57 H -0.310 -4.701 -4.906
58 H -1.872 -4.616 -5.744
59 H -1.673 -3.752 -4.261
60 H -0.028 -4.077 -7.544
61 H -0.276 -2.374 -7.930
62 H -1.672 -3.423 -7.713
63 H -2.252 -0.805 -5.895
64 H -2.148 0.363 -4.570
65 H -2.132 -1.340 -4.203
66 H -0.215 0.525 -6.830
67 H 1.155 0.754 -5.728
68 H -0.381 1.536 -5.376

Atomic partial charges in e from the Löwdin method, atoms 1 to 8: -0.12, -0.28, -0.22, -0.22, -0.23, -0.23, -0.31, -0.34



Question: Which value of spin multiplicity does entry 1 give?
Answer: 1



Question: Among the records above, which one has the highest LUMO level?
Answer: C17H44InN3O2P



Question: Among the records above, which one has the highest LUMO level?
Answer: C17H44InN3O2P